{"formula": "C41H46MnP2", "method": "the ωB97M-V functional and the def2-TZVPD basis", "elements": ["Mn", "C", "C", "C", "C", "C", "C", "C", "C", "C", "H", "H", "H", "H", "H", "H", "H", "H", "H", "H", "H", "H", "H", "H", "H", "P", "P", "C", "C", "C", "C", "C", "C", "C", "C", "C", "C", "C", "C", "C", "C", "C", "C", "C", "C", "C", "C", "C", "C", "C", "C", "C", "C", "H", "H", "H", "H", "H", "H", "H", "H", "H", "H", "H", "H", "H", "H", "H", "H", "H", "H", "H", "H", "H", "H", "C", "C", "C", "C", "C", "C", "H", "H", "H", "H", "H", "H", "H", "H", "H"], "positions_angstrom": [[-0.564, 0.628, -2.107], [-2.125, 1.218, -3.044], [-2.015, -0.247, -3.026], [-1.422, -1.011, -4.189], [0.012, -0.556, -4.547], [0.708, 0.230, -3.449], [0.573, 1.688, -3.267], [-0.264, 2.574, -4.161], [-1.735, 2.092, -4.236], [2.390, 0.777, 2.719], [-2.906, 1.690, -2.428], [-2.775, -0.766, -2.428], [-2.054, -0.958, -5.092], [-1.401, -2.074, -3.908], [0.618, -1.464, -4.711], [0.034, -0.018, -5.510], [1.654, -0.222, -3.135], [1.420, 2.233, -2.833], [0.184, 2.633, -5.170], [-0.213, 3.607, -3.757], [-2.369, 2.995, -4.234], [-1.924, 1.572, -5.192], [2.015, 1.482, 3.474], [3.083, 1.400, 2.134], [2.992, 0.021, 3.249], [-1.237, -0.850, 0.956], [2.119, -0.133, 0.287], [-0.406, -1.015, -0.654], [1.009, -0.921, -0.819], [-2.354, -2.314, 1.144], [-2.645, -3.237, 0.110], [-3.524, -4.307, 0.331], [-4.109, -4.501, 1.590], [-3.880, -3.561, 2.605], [-3.094, -2.441, 2.339], [-2.454, 0.444, 0.506], [-2.058, 1.786, 0.593], [-2.938, 2.801, 0.215], [-4.199, 2.483, -0.292], [-4.579, 1.150, -0.431], [-3.711, 0.121, -0.048], [3.624, -1.120, 0.486], [3.469, -2.432, 0.965], [4.586, -3.204, 1.294], [5.877, -2.690, 1.104], [6.035, -1.404, 0.586], [4.921, -0.610, 0.304], [2.630, 1.466, -0.412], [2.082, 2.675, 0.038], [2.519, 3.896, -0.489], [3.462, 3.925, -1.522], [3.944, 2.719, -2.043], [3.508, 1.498, -1.509], [-0.888, -1.799, -1.255], [1.506, -1.632, -1.493], [-2.216, -3.115, -0.886], [-3.771, -4.994, -0.485], [-4.753, -5.359, 1.783], [-4.331, -3.687, 3.593], [-3.067, -1.639, 3.076], [-1.055, 2.022, 0.955], [-2.635, 3.838, 0.334], [-4.874, 3.290, -0.585], [-5.572, 0.916, -0.840], [-4.011, -0.918, -0.206], [2.466, -2.839, 1.103], [4.439, -4.202, 1.703], [6.748, -3.294, 1.369], [7.035, -1.006, 0.405], [5.081, 0.408, -0.044], [1.321, 2.685, 0.815], [2.121, 4.822, -0.077], [3.804, 4.882, -1.929], [4.672, 2.729, -2.863], [3.880, 0.566, -1.936], [-1.919, 0.531, 3.713], [-0.537, -0.133, 3.612], [0.273, 0.673, 4.615], [-0.542, -1.561, 4.188], [0.001, -0.134, 2.159], [1.302, 0.171, 1.856], [-2.318, 0.306, 4.714], [-2.629, 0.217, 2.947], [-1.785, 1.620, 3.581], [-0.225, 0.653, 5.597], [1.263, 0.239, 4.751], [0.315, 1.717, 4.278], [-1.192, -2.250, 3.655], [0.474, -1.992, 4.186], [-0.895, -1.478, 5.223]], "spin_multiplicity": 4, "e_tot_ha": -3422.8992, "total_charge": 2, "relative_energy_kj_mol": 0.0, "homo_energy_ev": [-12.7059, -12.8361], "homo_lumo_gap_ev": [6.5, 6.3]}

---

{"formula": "C37H30BN5O4SSeW", "method": "the ωB97M-V functional and the def2-TZVPD basis", "elements": ["W", "S", "C", "C", "C", "C", "C", "C", "N", "C", "C", "C", "C", "C", "C", "C", "H", "H", "H", "H", "H", "H", "H", "H", "C", "C", "C", "C", "C", "C", "C", "C", "O", "B", "O", "C", "C", "H", "H", "H", "H", "H", "H", "H", "H", "H", "H", "H", "H", "Se", "C", "N", "N", "C", "C", "C", "C", "C", "C", "N", "C", "C", "C", "C", "N", "C", "C", "H", "H", "H", "H", "H", "H", "H", "H", "H", "O", "C", "O", "H"], "positions_angstrom": [[0.949, 1.127, -1.835], [1.073, 4.256, -5.336], [-0.264, 4.787, -4.365], [-1.099, 5.883, -4.549], [-2.138, 6.064, -3.658], [-2.351, 5.163, -2.609], [-1.519, 4.078, -2.423], [-0.453, 3.899, -3.302], [0.470, 2.864, -3.265], [1.300, 2.911, -4.271], [2.291, 1.859, -4.458], [3.169, 1.876, -5.537], [4.071, 0.839, -5.695], [4.084, -0.201, -4.777], [3.207, -0.204, -3.700], [2.277, 0.821, -3.495], [-0.947, 6.567, -5.373], [-2.806, 6.906, -3.783], [-3.188, 5.314, -1.941], [-1.697, 3.360, -1.634], [3.151, 2.692, -6.252], [4.758, 0.839, -6.531], [4.786, -1.017, -4.900], [3.263, -1.027, -2.998], [2.965, -7.365, 0.506], [1.942, -6.435, 1.174], [2.053, -6.570, 2.699], [0.543, -6.888, 0.756], [2.226, -4.987, 0.767], [3.466, -4.421, 1.081], [3.806, -3.114, 0.754], [2.854, -2.371, 0.091], [2.909, -1.072, -0.349], [1.668, -0.807, -0.943], [0.868, -1.963, -0.872], [1.624, -2.914, -0.226], [1.280, -4.210, 0.094], [2.773, -8.402, 0.790], [3.985, -7.119, 0.802], [2.903, -7.289, -0.581], [1.851, -7.600, 3.002], [1.333, -5.918, 3.197], [3.048, -6.304, 3.055], [0.390, -7.923, 1.066], [0.411, -6.842, -0.327], [-0.234, -6.281, 1.225], [4.200, -5.020, 1.605], [4.770, -2.696, 1.011], [0.305, -4.588, -0.178], [-3.450, -0.102, -3.630], [-1.838, 0.166, -3.020], [-0.757, 0.361, -2.591], [-3.930, 1.103, 3.725], [-4.623, 1.675, 4.770], [-5.608, 1.189, 5.624], [-6.082, 2.065, 6.579], [-5.593, 3.378, 6.683], [-4.616, 3.852, 5.833], [-4.126, 2.982, 4.858], [-3.165, 3.193, 3.887], [-3.079, 2.063, 3.240], [-2.174, 1.838, 2.111], [-2.053, 0.607, 1.473], [-1.194, 0.481, 0.402], [-0.455, 1.498, -0.057], [-0.558, 2.678, 0.570], [-1.399, 2.892, 1.639], [-4.058, 0.176, 3.364], [-5.985, 0.178, 5.547], [-6.849, 1.733, 7.267], [-5.995, 4.026, 7.450], [-4.236, 4.861, 5.909], [-2.609, -0.266, 1.787], [-1.084, -0.464, -0.114], [0.055, 3.479, 0.181], [-1.458, 3.862, 2.111], [2.126, 2.455, -0.939], [2.668, 2.467, 0.277], [2.244, 1.893, 1.243], [3.555, 3.118, 0.315]], "spin_multiplicity": 3, "e_tot_ha": -4894.4409, "total_charge": 0, "relative_energy_kj_mol": 95.7, "homo_energy_ev": [-7.4086, -8.2855], "homo_lumo_gap_ev": [6.3, 7.4]}

---

{"formula": "H2N2O3S", "method": "the ωB97M-V functional and the def2-TZVPD basis", "elements": ["N", "N", "O", "O", "O", "S", "H", "H"], "positions_angstrom": [[-0.071, -0.492, -1.224], [0.448, -0.758, -0.071], [1.283, -1.702, 0.173], [-0.583, 0.853, 2.637], [-0.697, 1.608, 0.256], [0.107, 1.151, 1.418], [0.332, -0.957, -2.053], [-0.819, 0.297, -1.136]], "e_tot_ha": -734.5141, "total_charge": 0, "relative_energy_kj_mol": 71.6, "homo_energy_ev": -9.9707, "homo_lumo_gap_ev": 9.2}